1.
The following is a quantum chemistry calculation of a molecular structure, C31H30F6N5O4P2PdS3, from the Open Molecules 2025 dataset.

CARTESIAN COORDINATES (ANGSTROEM)
Pd (-0.65521, 0.23792, -1.21020)
C (1.83199, 0.87762, 1.37850)
N (1.23499, -0.41288, 1.02820)
P (1.51769, -1.12818, -0.51750)
C (3.35259, -1.24488, -0.28460)
C (4.28429, -0.29188, -0.67690)
C (5.62399, -0.45128, -0.36670)
C (6.05879, -1.57098, 0.32020)
C (5.14469, -2.54398, 0.68270)
C (3.80669, -2.37628, 0.38380)
C (1.45929, 0.11222, -1.89150)
C (1.83079, 1.46472, -1.93650)
C (1.87539, 2.13662, -3.14770)
C (1.56359, 1.49572, -4.33490)
C (1.20259, 0.15772, -4.31600)
C (1.14709, -0.52338, -3.11270)
P (-0.49041, -0.38308, 1.36280)
C (-0.25161, -0.32118, 3.21130)
C (-1.01771, 0.47792, 4.04570)
C (-0.80701, 0.46602, 5.41700)
C (0.16869, -0.34568, 5.96710)
C (0.94099, -1.14428, 5.13740)
C (0.72839, -1.13118, 3.77430)
C (-0.91541, -2.16378, 1.43280)
C (-0.02601, -3.21798, 1.29470)
C (-0.45441, -4.52368, 1.45120)
C (-1.77221, -4.78988, 1.77600)
C (-2.66551, -3.74308, 1.92400)
C (-2.24361, -2.43948, 1.74580)
H (2.87419, 0.90472, 1.05710)
H (1.79759, 0.98252, 2.46690)
H (1.27339, 1.70852, 0.93550)
H (3.96169, 0.58242, -1.22370)
H (6.33779, 0.30482, -0.66070)
H (7.10479, -1.68808, 0.56540)
H (5.47989, -3.43238, 1.19750)
H (3.09599, -3.13708, 0.67180)
H (2.10539, 1.98792, -1.03590)
H (2.17279, 3.17512, -3.15950)
H (1.60319, 2.03332, -5.27250)
H (0.96159, -0.35658, -5.23710)
H (0.90239, -1.58228, -3.09640)
H (-1.77691, 1.12012, 3.62310)
H (-1.40501, 1.09752, 6.05940)
H (0.33159, -0.35578, 7.03630)
H (1.70849, -1.78098, 5.55490)
H (1.32779, -1.74188, 3.11690)
H (1.00699, -3.01708, 1.05140)
H (0.24719, -5.33588, 1.31760)
H (-2.10031, -5.81248, 1.89890)
H (-3.69871, -3.94778, 2.16160)
H (-2.96081, -1.63468, 1.81520)
C (1.27069, 5.96462, -1.78500)
C (-0.06701, 5.41842, -2.28330)
C (-0.60111, 4.41882, -1.32180)
N (0.01039, 3.34642, -1.00010)
N (-0.60241, 2.58692, -0.09700)
C (-1.72921, 3.08022, 0.31760)
N (-2.46671, 2.57192, 1.33080)
S (-2.12871, 4.61332, -0.45650)
H (1.69889, 6.64492, -2.51710)
H (1.95989, 5.14352, -1.61340)
H (1.13579, 6.49862, -0.84760)
H (0.08009, 4.93152, -3.25070)
H (-0.78101, 6.23342, -2.40290)
H (-2.24451, 1.58212, 1.45740)
H (-3.46251, 2.70902, 1.22630)
F (-1.55941, 1.28822, -3.27820)
C (-2.30521, 0.16622, -3.19880)
F (-1.54131, -0.86618, -3.56860)
F (-3.24481, 0.29772, -4.14280)
S (-3.04581, -0.20858, -1.50730)
O (-2.40241, -1.39078, -1.02480)
O (-3.00401, 1.02202, -0.77370)
N (-4.51901, -0.51388, -1.99720)
S (-5.27951, -1.45008, -0.99410)
O (-6.68941, -1.45888, -1.23440)
O (-4.86051, -1.31558, 0.37080)
C (-4.70821, -3.17828, -1.56350)
F (-3.93341, -3.82878, -0.70070)
F (-4.04241, -3.07938, -2.71850)
F (-5.76111, -3.98108, -1.80710)

Properties
- DFT total energy (eV) = -119142.302
- orbital gap (eV) = 6.8988
- highest occupied orbital energy (eV) = -4.6
- LUMO (eV) = 2.2610
- net charge = -1
- energy above the lowest of the compared OMol25 structures with the same formula, charge and spin (eV) = 3.254

---

2.
The following is a quantum chemistry calculation of C5H8O2S in the gas phase, from the Open Molecules 2025 dataset.

CARTESIAN COORDINATES (ANGSTROEM)
C (-0.44191, -1.22987, 0.22084)
C (-0.73996, 0.06967, -0.67361)
C (1.03691, -1.49596, 0.37996)
C (0.47357, 0.85854, -0.83897)
C (-1.55171, 1.07602, 0.28667)
O (3.02810, -0.01583, -0.81648)
O (2.06801, 0.64555, 1.34430)
S (1.90513, 0.03868, 0.03594)
H (-0.71910, -1.00068, 1.19263)
H (-0.91469, -2.09815, -0.12951)
H (-1.18472, -0.14042, -1.56423)
H (1.41914, -2.48872, 0.11859)
H (0.69576, 1.94534, -0.95531)
H (-1.61820, 1.95474, -0.29584)
H (-1.01017, 1.30287, 1.24013)
H (-2.44617, 0.57820, 0.45488)

Properties
- DFT total energy (eV) = -20239.681
- orbital gap (spin up / spin down) (eV) = 8.8154 / 7.9345
- highest occupied orbital energy (spin up / spin down) (eV) = -9.3 / -8.8
- LUMO (spin up / spin down) (eV) = -0.5306 / -0.8464
- net charge = 0
- energy above the lowest of the compared OMol25 structures with the same formula, charge and spin (eV) = 5.247

---

3.
The following is a quantum chemistry calculation of C3H7NO2 in the gas phase, from the Open Molecules 2025 dataset.

CARTESIAN COORDINATES (ANGSTROEM)
C (-0.06672, -0.38147, -0.28986)
C (-1.09241, 0.59421, 0.27027)
C (1.15826, -0.30836, 0.50915)
H (1.18304, 0.20362, -1.82066)
H (-0.29599, 0.45192, -2.21003)
H (-0.40647, -1.48818, -0.15232)
H (1.03030, -0.75037, 1.46380)
H (1.87811, -0.98041, 0.20645)
H (1.54392, 0.67688, 0.74487)
H (-2.43526, 0.41483, 1.63702)
N (0.23652, -0.24651, -1.74001)
O (-1.21465, 1.75439, -0.07870)
O (-1.51866, 0.05946, 1.46002)

Properties
- DFT total energy (eV) = -8809.130
- orbital gap (eV) = 10.4435
- SMILES string = C[C@H](N)C(=O)O
- highest occupied orbital energy (eV) = -9.8
- LUMO (eV) = 0.6852
- net charge = 0
- energy above the lowest of the compared OMol25 structures with the same formula, charge and spin (eV) = 1.399

---

4.
The following is a quantum chemistry calculation of a molecular structure, C13H33AsIrO5PS3, from the Open Molecules 2025 dataset.

CARTESIAN COORDINATES (ANGSTROEM)
Ir (0.93310, 0.22979, -0.07589)
C (2.09657, 2.95978, -1.52439)
O (2.31303, 1.88673, -0.59057)
C (3.69284, 1.57695, -0.36257)
C (3.75648, 0.71928, 0.88003)
O (2.88971, -0.42371, 0.71525)
C (3.52787, -1.50758, 0.00338)
C (2.43234, -2.34400, -0.59352)
O (1.62319, -1.52532, -1.46764)
C (2.05837, -1.52954, -2.83578)
H (2.62591, 3.84485, -1.17470)
H (1.02888, 3.14877, -1.55148)
H (2.45442, 2.67420, -2.51518)
H (4.25104, 2.50330, -0.21808)
H (4.09506, 1.05757, -1.23901)
H (3.39152, 1.25558, 1.75335)
H (4.77349, 0.37657, 1.07037)
H (4.14152, -2.07867, 0.70113)
H (4.16643, -1.09641, -0.78262)
H (1.77430, -2.71489, 0.18874)
H (2.83962, -3.19020, -1.14746)
H (2.15056, -2.55682, -3.18772)
H (3.01177, -1.01201, -2.95465)
H (1.29458, -1.01750, -3.41705)
C (-1.86288, -2.80231, 3.95683)
C (-1.88682, -1.36728, 4.41501)
O (-0.84136, -0.58333, 3.73439)
P (-0.91250, -0.06168, 2.27445)
S (0.54767, 1.31684, 1.92941)
S (-0.42610, -1.42203, 0.84324)
O (-2.35668, 0.47432, 1.99788)
C (-2.81117, 1.84176, 2.29222)
C (-2.85514, 2.13343, 3.77108)
H (-2.54694, -3.38161, 4.57706)
H (-0.86524, -3.22607, 4.06254)
H (-2.18921, -2.90064, 2.91972)
H (-1.63636, -1.26478, 5.46648)
H (-2.84260, -0.88427, 4.22365)
H (-3.79771, 1.88258, 1.83897)
H (-2.14546, 2.52003, 1.75932)
H (-3.55915, 1.48103, 4.28586)
H (-3.18362, 3.16251, 3.91691)
H (-1.87088, 2.03304, 4.23163)
C (-1.75804, -1.74308, -2.49165)
As (-1.81523, 0.17015, -2.62186)
C (-1.08397, 0.70753, -4.31795)
C (-3.64828, 0.72914, -2.61001)
S (-0.89620, 1.26751, -0.99244)
H (-2.26080, -2.15006, -3.36879)
H (-2.27229, -2.04549, -1.58424)
H (-0.72587, -2.08579, -2.45692)
H (-1.42894, 0.02958, -5.09739)
H (0.00305, 0.71233, -4.27571)
H (-1.43434, 1.71675, -4.52785)
H (-4.14756, 0.33113, -3.49282)
H (-3.68457, 1.81675, -2.62513)
H (-4.12741, 0.35529, -1.70784)

Properties
- DFT total energy (eV) = -129714.276
- orbital gap (eV) = 8.3074
- highest occupied orbital energy (eV) = -14.3
- LUMO (eV) = -6.0339
- net charge = +2
- energy above the lowest of the compared OMol25 structures with the same formula, charge and spin (eV) = 0.203

---

5.
The following is a quantum chemistry calculation of a molecular structure, C2H8N2S, from the Open Molecules 2025 dataset.

CARTESIAN COORDINATES (ANGSTROEM)
S (-1.29694, -1.92263, 1.53480)
H (-0.95259, -1.40567, 2.73447)
C (-0.12349, 1.57690, 0.60132)
N (0.66502, -1.18707, -1.62434)
C (0.57592, 0.03045, -1.05720)
N (-0.13110, 0.27625, -0.03056)
H (-1.09046, 1.71561, 1.08770)
H (0.06485, 2.36319, -0.12883)
H (0.58768, 1.65350, 1.42664)
H (0.17258, -1.92082, -1.15560)
H (1.05630, -1.32593, -2.53131)
H (1.09971, 0.85666, -1.54536)
H (-0.62748, -0.71044, 0.68827)

Properties
- DFT total energy (eV) = -16018.462
- orbital gap (eV) = 8.3496
- highest occupied orbital energy (eV) = -7.8
- LUMO (eV) = 0.5776
- net charge = 0
- energy above the lowest of the compared OMol25 structures with the same formula, charge and spin (eV) = 0.334

---

6.
The following is a quantum chemistry calculation of a molecular structure, Ca2H4N5O17, from the Open Molecules 2025 dataset.

CARTESIAN COORDINATES (ANGSTROEM)
Ca (-24.54026, -20.18651, 7.90414)
Ca (-23.65768, -13.89696, 6.64772)
N (-25.17016, -12.84248, 9.67901)
O (-25.09488, -13.05206, 8.48193)
O (-24.69684, -13.68829, 10.41418)
O (-25.67375, -11.85990, 10.14813)
N (-24.53860, -16.56651, 7.60066)
O (-25.19862, -16.12420, 6.68805)
O (-24.46281, -17.78647, 7.68633)
O (-23.94565, -15.70852, 8.24373)
N (-21.05194, -16.27275, 6.81239)
O (-20.37042, -15.77748, 7.66907)
O (-20.60158, -17.32976, 6.30423)
O (-21.91453, -15.58868, 6.33084)
N (-25.79791, -19.86808, 4.74123)
O (-25.00868, -19.65696, 5.65831)
O (-26.75305, -20.70643, 4.76366)
O (-25.76282, -19.08562, 3.81201)
N (-26.62987, -12.90422, 4.81340)
O (-25.82425, -13.50134, 5.46153)
O (-27.70718, -13.34993, 4.71637)
O (-26.36939, -11.78969, 4.38400)
O (-27.43787, -16.13732, 4.69185)
H (-26.75188, -16.21509, 5.35487)
H (-27.60422, -15.19686, 4.62779)
O (-22.25714, -15.26887, 10.65613)
H (-21.59557, -14.64689, 10.35331)
H (-22.72498, -15.52722, 9.86202)

Properties
- DFT total energy (eV) = -79180.634
- orbital gap (spin up / spin down) (eV) = 4.8954 / 2.8330
- <S²> = 0.756
- highest occupied orbital energy (spin up / spin down) (eV) = -8.7 / -8.6
- LUMO (spin up / spin down) (eV) = -3.7619 / -5.7947
- spin multiplicity = 2
- net charge = 0

---

7.
The following is a quantum chemistry calculation of a molecular structure, C18H30As8F48N4O2, from the Open Molecules 2025 dataset.

CARTESIAN COORDINATES (ANGSTROEM)
C (1.26565, 11.60248, 13.28767)
C (1.56012, 10.56141, 14.37677)
O (0.80193, 10.22365, 15.28506)
N (2.87119, 9.88612, 14.28033)
H (2.82371, 9.10857, 14.92318)
H (3.15397, 9.57308, 13.36265)
C (4.12914, 10.84281, 14.76663)
H (0.29227, 12.05269, 13.48245)
H (1.32539, 11.12602, 12.30914)
H (2.04723, 12.36224, 13.29025)
H (3.90755, 11.20311, 15.77121)
H (4.64098, 11.44829, 14.01862)
H (4.93022, 10.16029, 15.05046)
C (-13.03679, 9.84192, 1.55340)
C (-14.23195, 10.69127, 1.20302)
O (-14.25016, 11.91888, 1.32761)
N (-15.33164, 9.93450, 0.49059)
H (-15.27179, 10.30208, -0.44824)
H (-15.04970, 8.96519, 0.45812)
C (-16.72510, 10.12471, 1.20638)
H (-12.69978, 9.25140, 0.70146)
H (-13.25248, 9.31819, 2.48469)
H (-12.09099, 10.36688, 1.68747)
H (-17.49803, 9.80677, 0.50667)
H (-16.78648, 11.19669, 1.39394)
H (-16.84788, 9.56227, 2.13195)
C (-3.59639, 11.53165, 4.11816)
N (-4.52725, 12.05226, 5.13355)
C (-5.49500, 12.89590, 4.72529)
C (-6.35276, 13.43751, 5.65185)
C (-6.06082, 13.25525, 7.05874)
C (-4.97894, 12.46293, 7.43224)
C (-4.16615, 11.91648, 6.43502)
C (-6.97147, 13.94958, 8.04952)
C (-7.44712, 13.22560, 9.12550)
C (-8.17341, 13.86180, 10.19027)
N (-8.49706, 15.14043, 10.03747)
C (-8.07204, 15.89605, 9.01466)
C (-7.22938, 15.34956, 8.04643)
C (-9.52416, 15.73384, 10.92604)
H (-3.71462, 10.45245, 4.21536)
H (-2.56586, 11.77023, 4.38120)
H (-3.98474, 11.76299, 3.12631)
H (-5.59420, 13.05505, 3.66170)
H (-7.19152, 13.97938, 5.24042)
H (-4.87140, 12.30576, 8.49532)
H (-3.27536, 11.39817, 6.75791)
H (-7.15393, 12.18692, 9.16515)
H (-8.54770, 13.28637, 11.02404)
H (-8.40489, 16.91910, 8.91998)
H (-7.01911, 15.84225, 7.10864)
H (-9.46243, 15.27450, 11.91260)
H (-10.48950, 15.47210, 10.49279)
H (-9.29266, 16.79215, 11.04645)
As (-16.07943, 22.84431, 14.99213)
F (-17.10034, 21.79451, 16.08388)
F (-16.16111, 24.15313, 16.15699)
F (-14.99562, 23.80204, 13.86725)
F (-16.10305, 21.45434, 13.75122)
F (-17.63103, 23.48735, 14.24847)
F (-14.60364, 22.17214, 15.77356)
As (-4.85035, 16.39010, 16.68082)
F (-3.46244, 15.31349, 16.98485)
F (-3.76324, 17.74326, 16.70250)
F (-6.34682, 17.34329, 16.42036)
F (-5.77376, 14.83016, 16.73148)
F (-4.95905, 16.49471, 18.42801)
F (-4.68639, 16.23790, 14.90046)
As (-15.77938, 12.65932, 8.75769)
F (-14.60364, 11.77616, 7.64638)
F (-14.87854, 14.14325, 8.44797)
F (-16.89325, 13.53629, 9.87766)
F (-16.64462, 11.09238, 9.01726)
F (-14.77430, 12.31101, 10.25892)
F (-16.85960, 13.08215, 7.44813)
As (4.03635, 8.56719, 7.97456)
F (2.90187, 8.25942, 6.53129)
F (3.32276, 10.27352, 8.14123)
F (4.92284, 8.93164, 9.47266)
F (4.58884, 6.85517, 7.94682)
F (5.35427, 9.18338, 6.86046)
F (2.69956, 7.89618, 9.06013)
As (-6.53128, 6.66977, 14.40710)
F (-8.15613, 6.48526, 15.26074)
F (-5.69452, 6.93030, 15.98402)
F (-5.01895, 6.77185, 13.38368)
F (-7.49101, 6.34654, 12.93369)
F (-6.82697, 8.38660, 14.20600)
F (-6.28262, 4.93909, 14.61559)
As (-0.38122, 17.60794, 1.32334)
F (-0.90302, 18.39964, -0.25777)
F (-0.28724, 16.01330, 0.59904)
F (0.04228, 16.92019, 2.87668)
F (-0.27040, 19.25289, 1.99180)
F (-2.12022, 17.42251, 1.71432)
F (1.34658, 17.71692, 0.99383)
As (-5.71874, 22.95282, 7.14732)
F (-7.48699, 22.71189, 7.11830)
F (-5.65852, 22.19856, 8.71473)
F (-3.98810, 23.23215, 7.20128)
F (-5.68057, 23.65935, 5.47610)
F (-5.84564, 24.56692, 8.02402)
F (-5.49362, 21.40790, 6.25418)
As (-7.26610, 11.73543, -3.96391)
F (-8.76013, 10.76805, -4.03074)
F (-8.08883, 12.97138, -5.05000)
F (-5.75330, 12.72909, -3.84977)
F (-6.49941, 10.58945, -2.78364)
F (-6.63110, 11.00626, -5.38999)
F (-7.95418, 12.64116, -2.58426)

Properties
- DFT total energy (eV) = -646376.949
- orbital gap (eV) = 6.2728
- highest occupied orbital energy (eV) = -5.9
- LUMO (eV) = 0.4186
- net charge = -4
- energy above the lowest of the compared OMol25 structures with the same formula, charge and spin (eV) = 3.514

---

8.
The following is a quantum chemistry calculation of C4H11NO in the gas phase, from the Open Molecules 2025 dataset.

CARTESIAN COORDINATES (ANGSTROEM)
C (0.87441, -0.74822, -1.11243)
C (0.62341, -0.16032, 0.39168)
C (-0.72831, 0.49573, 0.56355)
C (-1.00034, 1.61652, -0.50121)
O (-2.01622, -0.14292, 0.83298)
N (1.02437, -1.18949, 1.33864)
H (0.26252, -1.64408, -1.34477)
H (0.61749, -0.01786, -1.87371)
H (1.85041, -1.22426, -0.98461)
H (1.40672, 0.59919, 0.39138)
H (-0.61422, 1.09404, 1.46059)
H (-1.95922, 2.05264, -0.23343)
H (-0.19906, 2.37728, -0.44154)
H (-1.17092, 1.26965, -1.52429)
H (-1.76632, -1.00610, 0.46590)
H (0.80509, -2.09990, 0.94987)
H (1.99019, -1.27189, 1.62142)

Properties
- DFT total energy (eV) = -7862.663
- orbital gap (eV) = 10.1616
- SMILES string = C[C@H](N)[C@@H](C)O
- highest occupied orbital energy (eV) = -9.3
- LUMO (eV) = 0.8226
- net charge = 0
- energy above the lowest of the compared OMol25 structures with the same formula, charge and spin (eV) = 1.891